(P)
{"formula": "C3H5FO", "method": "wB97M-V/def2-TZVPD", "smiles": "O[C@H]1C[C@@H]1F", "symbols": ["O", "C", "C", "C", "F", "H", "H", "H", "H", "H"], "xyz": [[1.65, -0.57, -0.12], [0.44, -0.23, 0.39], [-0.30, 1.04, -0.07], [-0.92, -0.27, -0.43], [-2.03, -0.71, 0.12], [1.97, -1.39, -0.09], [0.23, -0.47, 1.49], [-0.72, 1.72, 0.79], [0.38, 1.60, -0.73], [-0.70, -0.71, -1.35]]}

(Q)
{"formula": "C3H5FO", "method": "wB97M-V/def2-TZVPD", "smiles": "C[C@]1(F)CO1", "symbols": ["C", "C", "F", "C", "O", "H", "H", "H", "H", "H"], "xyz": [[0.60, 0.72, -0.49], [-0.85, 0.35, -0.11], [-1.76, 1.29, 0.03], [-1.01, -0.99, 0.57], [-1.47, -0.96, -0.72], [0.53, 1.53, -1.23], [0.95, -0.03, -1.06], [1.11, 1.03, 0.40], [-0.17, -1.51, 0.69], [-1.78, -0.96, 1.47]]}

(R)
{"formula": "C3H5FO", "method": "wB97M-V/def2-TZVPD", "smiles": "C[C@@H]1O[C@H]1F", "symbols": ["C", "C", "O", "C", "F", "H", "H", "H", "H", "H"], "xyz": [[-0.67, -0.41, 0.29], [0.64, 0.35, 0.04], [1.35, -0.18, -1.12], [2.01, -0.59, 0.02], [3.32, -0.15, 0.36], [-0.48, -1.37, -0.06], [-1.55, 0.11, -0.15], [-0.94, -0.47, 1.34], [0.92, 1.42, 0.19], [1.78, -1.67, 0.21]]}

Decreasing stability: (R), (Q), (P)

(P)
{"formula": "C3H5FO", "method": "wB97M-V/def2-TZVPD", "smiles": "OC1(F)CC1", "symbols": ["O", "C", "F", "C", "C", "H", "H", "H", "H", "H"], "xyz": [[-1.17, -1.27, 0.04], [-0.60, -0.04, 0.03], [-1.56, 0.95, -0.08], [0.59, 0.26, 0.87], [0.71, 0.25, -0.64], [-1.63, -1.44, -0.79], [1.02, -0.56, 1.42], [0.61, 1.21, 1.38], [0.81, 1.20, -1.14], [1.23, -0.57, -1.10]]}

(Q)
{"formula": "C3H5FO", "method": "wB97M-V/def2-TZVPD", "symbols": ["C", "C", "C", "H", "H", "H", "H", "H", "O", "F"], "xyz": [[0.95, -0.35, -0.42], [0.02, 0.47, 0.47], [-1.38, 0.00, 0.43], [1.96, 0.10, -0.86], [0.07, -0.38, -1.42], [1.54, -1.54, -0.20], [0.36, 0.50, 1.58], [-1.68, -0.73, 1.30], [-2.01, 0.33, -0.70], [0.16, 1.60, -0.17]]}

(R)
{"formula": "C3H5FO", "method": "wB97M-V/def2-TZVPD", "smiles": "C=C(F)CO", "symbols": ["C", "C", "F", "C", "O", "H", "H", "H", "H", "H"], "xyz": [[1.58, 0.37, 0.56], [0.62, -0.25, -0.11], [0.81, -1.48, -0.55], [-0.95, 0.14, -0.52], [-1.85, 0.22, 0.55], [2.41, -0.14, 0.97], [1.53, 1.45, 0.68], [-1.15, -0.64, -1.28], [-0.96, 0.99, -1.17], [-2.04, -0.66, 0.86]]}

Decreasing stability: (P), (R), (Q)

(P)
{"formula": "C5H7NS2", "method": "wB97M-V/def2-TZVPD", "smiles": "C#C[C@@](C)(N)C(=S)S", "symbols": ["C", "C", "C", "C", "N", "C", "S", "S", "H", "H", "H", "H", "H", "H", "H"], "xyz": [[-1.05, -0.74, -2.16], [-0.60, -0.39, -1.09], [-0.10, 0.05, 0.22], [-0.85, 1.30, 0.63], [-0.38, -1.01, 1.19], [1.44, 0.30, 0.20], [2.18, 1.33, 1.21], [2.45, -0.72, -0.82], [-1.42, -1.03, -3.11], [-1.93, 1.08, 0.64], [-0.58, 1.63, 1.64], [-0.64, 2.11, -0.06], [0.08, -1.87, 0.96], [-0.03, -0.73, 2.10], [1.45, -1.29, -1.53]]}

(Q)
{"formula": "C5H7NS2", "method": "wB97M-V/def2-TZVPD", "smiles": "C1=NS[C@H]2C[C@@H]2SC1", "symbols": ["C", "N", "S", "C", "C", "C", "S", "C", "H", "H", "H", "H", "H", "H", "H"], "xyz": [[0.58, -1.78, -0.18], [1.63, -1.17, -0.34], [1.93, 0.35, 0.09], [0.32, 0.97, 0.55], [-0.30, 2.30, -0.03], [-0.78, 1.00, -0.62], [-2.09, -0.19, -0.07], [-0.90, -1.58, 0.39], [0.65, -2.83, -0.60], [-0.07, 0.79, 1.56], [0.43, 2.99, -0.54], [-0.99, 2.92, 0.66], [-0.27, 0.56, -1.49], [-0.80, -1.52, 1.53], [-1.30, -2.69, 0.32]]}

Decreasing stability: (P), (Q)

(P)
{"formula": "C2H6S", "method": "wB97M-V/def2-TZVPD", "smiles": "C=C.S", "symbols": ["C", "C", "H", "H", "H", "H", "S", "H", "H"], "xyz": [[-0.76, 1.76, -1.38], [-0.59, 0.70, -2.18], [0.05, 2.47, -1.20], [-1.72, 1.95, -0.89], [0.37, 0.52, -2.67], [-1.40, -0.01, -2.36], [1.53, -2.80, 4.05], [2.17, -2.02, 3.16], [0.34, -2.57, 3.48]]}

(Q)
{"formula": "C2H6S", "method": "wB97M-V/def2-TZVPD", "smiles": "CSC", "symbols": ["C", "S", "C", "H", "H", "H", "H", "H", "H"], "xyz": [[-0.49, 1.28, -0.37], [-0.88, -0.28, 0.73], [0.45, -1.32, 0.34], [-1.47, 1.60, -0.55], [0.05, 1.18, -1.37], [-0.13, 1.95, 0.34], [0.67, -1.24, -0.79], [1.42, -0.90, 0.89], [0.38, -2.28, 0.79]]}

Decreasing stability: (Q), (P)

(P)
{"formula": "C6H12O2", "method": "wB97M-V/def2-TZVPD", "smiles": "CC[C@@H](C)CC(=O)O", "symbols": ["C", "C", "C", "C", "C", "C", "O", "O", "H", "H", "H", "H", "H", "H", "H", "H", "H", "H", "H", "H"], "xyz": [[-1.77, 1.82, -0.39], [-0.59, 1.33, 0.48], [-0.05, 0.00, -0.17], [0.72, 0.27, -1.44], [0.76, -0.72, 0.89], [1.03, -2.16, 0.60], [1.81, -2.61, -0.21], [0.35, -3.02, 1.40], [-2.58, 1.10, -0.20], [-2.11, 2.83, -0.19], [-1.30, 2.07, -1.35], [-0.79, 1.28, 1.58], [0.24, 2.03, 0.54], [-1.04, -0.51, -0.27], [0.14, 0.19, -2.35], [1.17, 1.25, -1.36], [1.48, -0.48, -1.61], [1.70, -0.14, 1.02], [0.44, -0.63, 1.94], [0.37, -3.93, 1.07]]}

(Q)
{"formula": "C6H12O2", "method": "wB97M-V/def2-TZVPD", "smiles": "C=CCO.CCC=O", "symbols": ["C", "C", "C", "O", "H", "H", "H", "H", "H", "H", "C", "C", "C", "O", "H", "H", "H", "H", "H", "H"], "xyz": [[-1.59, 2.22, -1.22], [-1.51, 1.15, -1.99], [-0.31, 0.83, -2.83], [-0.01, -0.55, -2.63], [-2.50, 2.44, -0.66], [-0.77, 2.92, -1.13], [-2.33, 0.44, -2.05], [-0.54, 1.01, -3.88], [0.53, 1.46, -2.51], [0.71, -0.78, -3.23], [0.79, -1.31, 0.53], [1.34, -0.60, 1.77], [0.37, -0.61, 2.91], [0.62, -0.98, 4.02], [0.61, -2.37, 0.73], [1.47, -1.23, -0.31], [-0.16, -0.87, 0.22], [2.28, -1.03, 2.11], [1.53, 0.45, 1.52], [-0.65, -0.24, 2.67]]}

(R)
{"formula": "C6H12O2", "method": "wB97M-V/def2-TZVPD", "smiles": "CC/C=C/C=C/O.O", "symbols": ["C", "C", "C", "C", "C", "C", "O", "H", "H", "H", "H", "H", "H", "H", "H", "H", "H", "O", "H", "H"], "xyz": [[2.78, 0.34, 0.62], [2.14, -0.53, -0.39], [0.64, -0.16, -0.61], [-0.06, 0.68, 0.15], [-1.58, 0.77, 0.06], [-2.41, 1.23, 0.93], [-3.73, 1.13, 0.89], [3.95, 0.29, 0.75], [2.39, 0.30, 1.63], [2.86, 1.42, 0.26], [2.34, -1.66, -0.37], [2.63, -0.08, -1.44], [0.05, -0.92, -1.13], [0.41, 1.30, 0.95], [-1.99, 0.13, -0.67], [-2.25, 1.83, 1.77], [-4.01, 0.73, 0.07], [-1.44, -2.64, -1.19], [-0.79, -2.23, -0.64], [-1.92, -1.93, -1.63]]}

Decreasing stability: (P), (Q), (R)